# 1
The following is a DFT calculation (wB97M-V/def2-TZVPD) of a molecular structure, C13H52N10O13.

Output
DFT total energy   -55809.479 eV
Kohn-Sham gap   6.98 eV
Highest occupied orbital energy   -7.924 eV
LUMO energy   -0.95 eV

Each line ends with the Löwdin charge.
Positions of all 88 atoms, in Å:
C (18.5496, 12.5778, 10.6784)  -0.08
O (17.5510, 13.5597, 10.8943)  -0.07
H (19.3166, 13.0153, 10.0392)  0.06
H (19.0170, 12.2589, 11.6100)  0.05
H (18.1710, 11.6482, 10.2535)  0.12
H (17.1394, 13.4190, 11.7502)  0.03
C (18.2886, 13.1895, 16.5239)  -0.19
O (17.2978, 13.6422, 17.3666)  -0.05
H (19.2990, 12.9720, 16.8701)  0.04
H (17.9192, 12.3242, 15.9736)  0.08
H (18.3332, 13.7660, 15.5998)  0.06
H (16.6126, 12.9755, 17.2786)  0.09
C (22.6221, 13.0438, 11.6552)  -0.15
O (23.2002, 11.9202, 12.2919)  -0.13
H (22.8229, 13.1491, 10.5891)  0.08
H (21.5710, 13.2082, 11.8923)  0.03
H (23.0870, 13.8484, 12.2251)  0.08
H (22.8579, 11.8341, 13.1846)  -0.28
C (20.7299, 10.5720, 12.1083)  -0.17
O (19.5422, 9.9487, 12.3328)  -0.06
H (21.2743, 9.8192, 11.5382)  0.11
H (20.6017, 11.3935, 11.4035)  0.08
H (21.3552, 10.9246, 12.9286)  0.07
H (19.0479, 10.5268, 12.9186)  0.04
C (21.0130, 10.3585, 15.6554)  -0.13
O (20.0586, 9.4087, 15.9823)  -0.05
H (21.9645, 9.8295, 15.7114)  0.14
H (21.0862, 10.7029, 14.6239)  0.10
H (20.8607, 11.2326, 16.2885)  0.10
H (20.4269, 8.6442, 16.4313)  0.15
C (21.8344, 15.9319, 14.9375)  0.03
O (20.9704, 15.8524, 13.7713)  -0.01
H (22.8607, 15.9848, 14.5742)  0.12
H (21.5339, 16.7934, 15.5337)  0.13
H (21.8477, 15.0084, 15.5164)  0.01
H (21.3658, 16.3744, 13.0692)  0.14
C (21.2585, 13.3807, 17.4427)  -0.19
O (21.3476, 14.7488, 17.2132)  -0.09
H (20.4697, 12.8825, 18.0064)  0.11
H (21.3684, 12.9962, 16.4287)  0.01
H (22.1252, 13.0713, 18.0267)  0.10
H (22.2794, 14.9730, 17.1573)  0.09
C (18.4982, 16.4094, 15.0366)  -0.10
O (19.1113, 16.6352, 13.7690)  -0.13
H (18.6736, 15.3671, 15.3029)  0.05
H (18.9473, 17.1007, 15.7497)  0.07
H (17.4414, 16.6023, 15.2210)  0.09
H (20.0263, 16.3683, 13.6541)  -0.22
C (16.4196, 13.2069, 13.2795)  -0.72
O (16.2115, 14.3584, 12.9004)  0.04
N (15.5075, 12.3213, 13.5163)  0.20
N (17.6303, 12.8215, 13.4640)  0.13
H (15.8594, 11.3829, 13.6415)  0.02
H (14.5255, 12.5452, 13.4416)  0.13
H (17.7670, 11.8238, 13.5414)  -0.01
H (18.4360, 13.3802, 13.2215)  0.11
C (19.9424, 15.5385, 10.7356)  -0.79
O (20.7469, 16.3278, 11.1479)  0.05
N (20.0668, 14.7251, 9.7550)  0.19
N (18.7823, 15.4325, 11.3701)  0.18
H (20.9963, 14.3884, 9.5483)  0.13
H (19.2900, 14.0845, 9.6760)  0.06
H (18.6834, 16.1471, 12.0769)  0.10
H (18.0975, 14.7228, 11.1522)  -0.03
C (17.9383, 10.4910, 14.5936)  -0.61
O (17.0074, 11.1198, 14.1645)  0.03
N (17.8643, 9.3410, 15.1930)  0.22
N (19.1648, 10.8729, 14.6350)  0.09
H (16.9952, 8.9039, 15.4647)  0.13
H (18.6849, 8.9225, 15.6072)  0.07
H (19.4168, 11.7657, 14.2356)  -0.08
H (19.8424, 10.2781, 15.0900)  -0.07
C (23.5300, 12.0785, 15.0182)  -0.62
O (22.9156, 11.4708, 14.1369)  0.09
N (23.1367, 13.2074, 15.5457)  0.16
N (24.5281, 11.7066, 15.6458)  0.24
H (23.7086, 13.6108, 16.2739)  0.13
H (22.2899, 13.6548, 15.2247)  0.04
H (25.1080, 10.9470, 15.3188)  0.16
H (24.7554, 12.2823, 16.4439)  0.14
C (20.0491, 12.9515, 13.5580)  -0.65
O (19.4224, 12.0390, 13.1607)  -0.17
N (20.2057, 14.0008, 12.8803)  0.23
N (20.5745, 13.0743, 14.8033)  0.17
H (19.8322, 14.1855, 11.9603)  0.08
H (20.7861, 14.7479, 13.2340)  -0.03
H (20.3831, 12.3171, 15.4438)  0.05
H (21.1129, 13.8377, 15.1872)  0.05

# 2
The following is a DFT calculation (wB97M-V/def2-TZVPD) of 13 unconnected molecules or ions with the total composition C13H52N26O13.

Output
DFT total energy   -79698.404 eV
Kohn-Sham gap   9.87 eV
Highest occupied orbital energy   -9.480 eV
LUMO energy   0.39 eV

Each line ends with the Löwdin charge.
Positions of all 104 atoms, in Å:
C (4.3079, 1.2075, 1.4555)  -0.68
O (3.5643, 2.1266, 1.8380)  -0.04
N (3.8024, -0.0256, 1.2075)  0.18
N (5.6582, 1.2626, 1.5154)  0.15
H (4.4560, -0.6059, 0.6978)  0.09
H (2.9041, 0.0399, 0.6877)  0.09
H (6.0843, 2.0122, 2.0546)  0.11
H (6.0671, 1.0012, 0.5846)  0.07
C (-2.3195, -4.4080, -3.3565)  -0.62
O (-1.5809, -4.1835, -4.3480)  -0.04
N (-3.2039, -3.4625, -2.8659)  0.16
N (-2.3016, -5.6239, -2.6369)  0.14
H (-3.3653, -2.6456, -3.4481)  0.11
H (-3.8574, -3.5282, -2.1047)  0.09
H (-2.8428, -5.8785, -1.8022)  0.10
H (-1.6490, -6.3497, -2.9417)  0.11
C (-3.9698, 0.5774, -2.6349)  -0.65
O (-3.0115, 0.6576, -1.9001)  0.02
N (-5.1384, 0.0174, -2.1497)  0.17
N (-4.1335, 1.0770, -3.9440)  0.13
H (-4.9901, -0.6435, -1.4666)  0.01
H (-5.8345, 0.0136, -2.8749)  0.09
H (-4.7230, 0.5377, -4.6264)  0.12
H (-3.1506, 1.2865, -4.2000)  0.08
C (0.0947, 2.0199, -4.8997)  -0.67
O (-0.8367, 1.2996, -5.1334)  0.04
N (0.8812, 2.4936, -5.9334)  0.13
N (0.5787, 2.3678, -3.6470)  0.14
H (0.5164, 2.3448, -6.8599)  0.10
H (1.7237, 3.0314, -5.7080)  0.10
H (0.7806, 3.3467, -3.4429)  0.06
H (0.2214, 1.9237, -2.7963)  0.08
C (5.0833, 0.5994, -1.7530)  -0.60
O (6.1652, 0.8392, -1.1371)  -0.04
N (4.2228, 1.4571, -2.3290)  0.18
N (4.6467, -0.7207, -2.0026)  0.15
H (3.4459, 1.0879, -2.8653)  0.11
H (4.4220, 2.4140, -2.0837)  0.10
H (3.7552, -1.0255, -2.2931)  0.06
H (5.2243, -1.4401, -1.5948)  0.10
C (-0.8751, -4.7201, 1.3189)  -0.52
O (-0.6364, -5.2573, 0.2047)  -0.03
N (-2.0083, -5.1537, 2.1871)  0.12
N (-0.3054, -3.5319, 1.7482)  0.15
H (-2.1732, -4.7529, 3.0863)  0.06
H (-2.6195, -5.9266, 1.9503)  0.08
H (0.6059, -3.2136, 1.4367)  0.11
H (-0.6230, -3.0353, 2.5454)  0.04
C (-1.0620, -0.7886, 4.2361)  -0.63
O (-1.4101, -1.2106, 3.1501)  -0.02
N (0.0346, -1.3225, 4.8801)  0.16
N (-1.6216, 0.1179, 5.0863)  0.19
H (0.7268, -1.5619, 4.2176)  0.08
H (0.4968, -0.7474, 5.5929)  0.07
H (-2.1533, 0.8296, 4.6020)  0.11
H (-1.0561, 0.5337, 5.7862)  0.05
C (1.7202, 4.4968, -1.0135)  -0.66
O (0.7001, 4.5016, -1.7090)  -0.01
N (2.0897, 5.5201, -0.2207)  0.15
N (2.5414, 3.4015, -0.8209)  0.15
H (2.9440, 5.4468, 0.2836)  0.10
H (1.5507, 6.4027, -0.2796)  0.13
H (2.9419, 3.0865, 0.0684)  0.07
H (2.0632, 2.6027, -1.2015)  0.03
C (-4.3522, -1.8290, 0.8879)  -0.65
O (-5.0707, -2.0813, -0.0775)  -0.01
N (-4.4091, -2.5401, 2.0641)  0.15
N (-3.3742, -0.8910, 0.8958)  0.17
H (-3.8195, -2.3024, 2.8255)  0.06
H (-4.9811, -3.3873, 2.2064)  0.12
H (-2.6536, -0.8533, 1.6328)  0.06
H (-3.1540, -0.4719, 0.0006)  0.06
C (0.9442, 1.9297, 5.5371)  -0.60
O (1.2581, 0.9157, 6.1242)  0.02
N (-0.1685, 2.7430, 6.0776)  0.12
N (1.5348, 2.5181, 4.4721)  0.19
H (-0.1473, 2.8744, 7.0727)  0.08
H (-0.3700, 3.6403, 5.7059)  0.06
H (0.8476, 3.0289, 3.9253)  0.07
H (2.4370, 2.2830, 4.0740)  0.10
C (-1.1172, 3.3441, 1.7003)  -0.68
O (-1.0143, 2.8951, 2.8355)  -0.02
N (-0.4600, 4.4844, 1.3944)  0.17
N (-1.7533, 2.7637, 0.6426)  0.19
H (-0.4095, 4.8240, 0.4471)  0.07
H (-0.1951, 5.0040, 2.2290)  0.12
H (-1.9467, 1.7390, 0.6778)  0.11
H (-1.6136, 3.1425, -0.2778)  0.10
C (1.4415, -3.2859, -2.4818)  -0.61
O (2.3723, -3.0934, -1.6981)  -0.01
N (1.6240, -3.7775, -3.7266)  0.17
N (0.0793, -2.8644, -2.2418)  0.13
H (2.5803, -3.9338, -4.0009)  0.11
H (0.8019, -4.0802, -4.1968)  0.07
H (-0.6281, -2.8551, -3.0034)  0.07
H (-0.3240, -3.3087, -1.4226)  0.06
C (0.5403, 0.3682, 0.1755)  -0.74
O (1.0814, 0.9958, -0.7768)  -0.02
N (0.7013, 0.6372, 1.4176)  0.18
N (-0.2758, -0.6436, 0.0353)  0.21
H (1.1612, 1.5688, 1.5300)  0.12
H (-0.1590, 0.5858, 1.9591)  0.09
H (-0.1532, -1.0576, -0.8733)  0.08
H (-0.4251, -1.2481, 0.8347)  0.07

# 3
The following is a DFT calculation (wB97M-V/def2-TZVPD) of 13 unconnected molecules or ions with the total composition C13H52N26O13.

Output
DFT total energy   -79692.158 eV
Kohn-Sham gap   8.42 eV
Highest occupied orbital energy   -8.710 eV
LUMO energy   -0.29 eV

Each line ends with the Löwdin charge.
Positions of all 104 atoms, in Å:
C (-12.1986, -8.8964, -10.9143)  -0.78
O (-12.5438, -9.4195, -11.9418)  0.01
N (-11.3524, -9.3862, -10.0894)  0.24
N (-12.6424, -7.7039, -10.6315)  0.20
H (-11.0882, -10.3509, -10.2301)  0.10
H (-10.8716, -8.7468, -9.4729)  0.08
H (-13.6072, -7.6218, -10.9188)  0.09
H (-12.4434, -7.4043, -9.6877)  0.08
C (-15.0210, -4.3944, -7.9278)  -0.81
O (-15.3977, -4.1424, -6.7875)  0.03
N (-14.4863, -5.5212, -8.2945)  0.19
N (-14.9408, -3.4826, -8.8116)  0.16
H (-14.3864, -5.9395, -9.2084)  0.09
H (-14.3860, -6.1621, -7.5204)  0.12
H (-15.3132, -2.5487, -8.7158)  0.13
H (-14.5012, -3.7235, -9.6884)  0.09
C (-10.0612, -5.7514, -13.4490)  -0.72
O (-9.3050, -5.1889, -12.6760)  -0.01
N (-9.6726, -5.9584, -14.6907)  0.18
N (-11.1449, -6.4250, -13.1291)  0.21
H (-8.8508, -5.4963, -15.0529)  0.12
H (-10.3086, -6.4592, -15.2947)  0.07
H (-11.7207, -6.8927, -13.8145)  0.07
H (-11.5826, -6.0563, -12.2968)  0.08
C (-8.8765, -10.5737, -5.3942)  -0.79
O (-8.8300, -11.2784, -4.4419)  0.07
N (-9.8607, -10.4704, -6.2624)  0.18
N (-7.7928, -10.1296, -6.0220)  0.15
H (-9.6739, -9.8616, -7.0463)  0.08
H (-10.8213, -10.5240, -5.9550)  0.09
H (-7.7800, -9.5851, -6.8726)  0.09
H (-6.9296, -10.1694, -5.4991)  0.11
C (-9.3564, -11.6750, -11.8666)  -0.76
O (-9.4006, -11.9453, -10.7016)  0.03
N (-9.5585, -12.6083, -12.7615)  0.20
N (-9.3183, -10.4564, -12.3846)  0.19
H (-9.6766, -12.2358, -13.6929)  0.11
H (-9.7031, -13.5433, -12.4081)  0.13
H (-9.1874, -9.7466, -11.6781)  0.09
H (-9.0919, -10.3721, -13.3653)  0.11
C (-8.5221, -7.3769, -10.0411)  -0.75
O (-8.1334, -8.4572, -9.6117)  -0.01
N (-8.0129, -6.8779, -11.1434)  0.18
N (-9.3895, -6.6317, -9.3758)  0.19
H (-8.3340, -5.9950, -11.5141)  0.04
H (-7.2375, -7.3300, -11.6065)  0.12
H (-9.9525, -7.0902, -8.6737)  0.03
H (-9.8663, -5.8380, -9.7793)  0.04
C (-10.9135, -7.0218, -6.5478)  -0.76
O (-11.2347, -7.5222, -7.5964)  0.02
N (-11.6649, -6.3361, -5.7666)  0.18
N (-9.8676, -7.2560, -5.8420)  0.20
H (-12.2314, -5.5958, -6.1553)  0.12
H (-11.3346, -6.2078, -4.8208)  0.12
H (-9.0186, -7.6873, -6.1788)  0.11
H (-9.7680, -6.7836, -4.9549)  0.12
C (-12.5627, -8.1581, -15.6693)  -0.92
O (-12.1668, -7.3138, -16.3561)  0.10
N (-13.7716, -8.5342, -15.7549)  0.18
N (-11.9403, -8.9099, -14.8575)  0.19
H (-14.2853, -8.1810, -16.5495)  0.13
H (-14.1930, -9.0743, -15.0127)  0.12
H (-10.9901, -8.8389, -14.5226)  0.12
H (-12.5855, -9.3006, -14.1857)  0.07
C (-13.1651, -13.0843, -12.6396)  -0.84
O (-12.9835, -14.2672, -12.4400)  0.02
N (-13.1351, -12.2488, -11.6420)  0.18
N (-13.1236, -12.5931, -13.7880)  0.19
H (-13.0380, -11.2590, -11.8180)  0.05
H (-12.7551, -12.5638, -10.7608)  0.10
H (-13.0420, -11.5868, -13.8141)  0.09
H (-12.8709, -13.0793, -14.6365)  0.13
C (-9.6982, -14.8582, -9.2689)  -0.74
O (-8.7054, -14.8140, -10.0059)  0.00
N (-10.5529, -13.8686, -9.1504)  0.16
N (-10.0236, -15.9161, -8.5400)  0.15
H (-11.4297, -14.0856, -8.6984)  0.10
H (-10.3358, -13.0124, -9.6403)  0.05
H (-10.7528, -15.8692, -7.8427)  0.10
H (-9.5322, -16.7925, -8.6425)  0.11
C (-15.3480, -5.8546, -12.0048)  -0.79
O (-15.5864, -7.0520, -12.0320)  0.02
N (-14.4979, -5.1565, -12.7349)  0.19
N (-16.0487, -5.1211, -11.2141)  0.16
H (-14.4237, -4.1922, -12.4438)  0.11
H (-13.9714, -5.5778, -13.4868)  0.11
H (-15.8863, -4.1260, -11.2734)  0.10
H (-16.7005, -5.5906, -10.6018)  0.14
C (-10.7852, -3.7178, -9.6398)  -0.80
O (-11.3338, -4.6802, -10.1224)  0.02
N (-9.5360, -3.3983, -9.7223)  0.19
N (-11.3226, -2.9106, -8.8048)  0.18
H (-8.9042, -4.1104, -10.0595)  0.11
H (-9.2366, -2.5778, -9.2150)  0.12
H (-12.3172, -3.0358, -8.6814)  0.10
H (-10.9000, -2.1527, -8.2880)  0.12
C (-13.5235, -10.7644, -6.3739)  -0.87
O (-13.2810, -9.8878, -5.6326)  0.06
N (-13.2860, -10.4950, -7.6192)  0.17
N (-13.8344, -11.9545, -6.0366)  0.20
H (-13.3963, -11.2246, -8.3089)  0.10
H (-13.2319, -9.5328, -7.9212)  0.10
H (-14.0525, -12.2282, -5.0892)  0.13
H (-14.0624, -12.5990, -6.7800)  0.11